Here is a cluster of 2 separate species, C6H14N2O2 in total at a distorted geometry from the Open Molecules 2025 dataset. Energies are from ωB97M-V/def2-TZVPD.

Total charge: 0
Molecular weight (g/mol): 146.19
E_tot (eV): -13524.6263
SMILES string: CNC(C)=O.CNC(C)=O

Last column: Mulliken charge in e.
Cartesian coordinates (Å):
C 2.383 0.838 -1.812  -0.82
N 1.222 1.697 -1.655  -0.26
C -0.040 1.197 -1.746  0.78
C -1.076 2.054 -1.009  -1.16
O -0.363 0.169 -2.305  -0.60
H 3.252 1.434 -2.145  0.32
H 2.635 0.299 -0.889  0.24
H 2.251 0.096 -2.657  0.30
H 1.424 2.423 -0.976  0.26
H -1.267 1.977 0.088  0.25
H -0.845 3.102 -1.228  0.44
H -2.027 1.847 -1.524  0.30
C -1.734 -2.733 0.733  -0.93
N -1.113 -1.436 0.936  -0.18
C -0.187 -1.394 1.938  0.65
C 0.480 -0.058 2.240  -0.79
O -0.125 -2.282 2.776  -0.63
H -2.539 -2.615 0.034  0.37
H -0.957 -3.426 0.378  0.28
H -2.201 -3.065 1.684  0.29
H -1.037 -0.791 0.168  0.22
H 0.583 -0.022 3.302  0.33
H 1.451 -0.058 1.764  0.17
H -0.171 0.749 1.906  0.19